1.
This record from OMol25 describes a molecular structure, C4H8O3. The level of theory is ωB97M-V/def2-TZVPD.

Max |F| ... 0.08786 Eh/bohr
DFT total energy ... -10417.9593 eV
Orbital gap ... 10.72 eV
Energy above the lowest of the compared OMol25 structures with the same formula, charge and spin ... 293.7 kJ/mol

```
! wB97M-V def2-TZVPD RIJCOSX def2/J DEFGRID3
* xyz 0 1
O -1.213 1.753 -0.041
C -1.372 0.562 -0.777
C -0.797 -0.658 -0.104
C 0.709 -0.647 -0.178
O 1.299 -1.000 -1.180
C 1.472 -0.099 1.005
O 2.848 -0.140 0.792
H -2.212 1.538 -0.124
H -1.114 0.682 -1.827
H -2.558 0.414 -0.785
H -1.187 -1.510 -0.662
H -1.141 -0.685 0.936
H 1.101 0.928 1.170
H 1.198 -0.683 1.897
H 2.968 -0.455 -0.120
*
```



2.
This record from OMol25 describes 2 unconnected molecules or ions with the total composition C4H11NO. The level of theory is ωB97M-V/def2-TZVPD.

Max |F| ... 0.05420 Eh/bohr
DFT total energy ... -7862.4215 eV
Orbital gap ... 10.34 eV
Energy above the lowest of the compared OMol25 structures with the same formula, charge and spin ... 205.7 kJ/mol

```
! wB97M-V def2-TZVPD RIJCOSX def2/J DEFGRID3
* xyz 0 1
C 1.644 -1.342 -1.288
C 1.730 -2.513 -0.636
C 0.873 -3.661 -0.908
H 2.410 -0.582 -1.210
H 0.755 -0.986 -1.798
H 2.546 -2.547 0.072
H 1.296 -4.432 -1.557
H 0.580 -4.226 -0.009
H -0.118 -3.433 -1.319
N -2.443 2.303 0.852
C -1.084 1.876 1.010
O -0.154 2.915 0.716
H -2.876 2.515 1.727
H -2.995 1.657 0.318
H -0.890 1.676 2.085
H -0.810 0.902 0.610
H -0.692 3.654 0.411
*
```



3.
This record from OMol25 describes a molecular structure, C51H115MgN4O13. The level of theory is ωB97M-V/def2-TZVPD.

Max |F| ... 0.06952 Eh/bohr
DFT total energy ... -92771.1238 eV
Orbital gap ... 7.36 eV

```
! wB97M-V def2-TZVPD RIJCOSX def2/J DEFGRID3
* xyz -1 1
Mg 3.635 -3.266 -2.050
C 0.574 -0.860 -1.702
C 1.250 -1.801 -0.725
C 0.465 -3.054 -0.531
O 2.491 -2.157 -1.194
H 1.102 0.054 -1.716
H -0.472 -0.736 -1.340
H 0.525 -1.320 -2.711
H 1.263 -1.246 0.219
H -0.565 -2.887 -0.189
H 1.009 -3.719 0.170
H 0.344 -3.468 -1.532
C 6.912 -2.520 0.210
C 5.724 -2.016 -0.598
C 6.161 -0.676 -1.164
O 5.382 -2.970 -1.600
H 7.011 -2.069 1.195
H 7.891 -2.355 -0.243
H 6.901 -3.591 0.354
H 4.860 -1.922 0.114
H 6.893 -0.849 -1.940
H 6.494 0.015 -0.378
H 5.302 -0.201 -1.742
C 5.147 -0.086 -4.819
C 3.725 0.407 -5.031
C 3.160 1.192 -3.826
O 3.776 1.245 -6.238
H 5.513 0.410 -3.890
H 5.776 0.230 -5.662
H 5.146 -1.180 -4.715
H 2.994 -0.348 -5.372
H 3.391 0.665 -2.913
H 2.098 1.235 -3.978
H 3.575 2.184 -3.747
C 1.941 -0.738 5.566
C 1.134 -1.891 6.116
C -0.197 -1.376 6.749
C -1.221 -0.836 5.708
C -1.533 -2.060 4.862
C -0.263 -2.554 4.104
N 0.718 -2.873 5.132
O 1.817 -3.576 4.551
C -0.670 -3.905 3.451
C 0.275 -1.664 3.077
C 1.989 -2.703 7.174
H 1.405 0.077 5.042
H 2.722 -1.125 4.876
H 2.535 -0.218 6.358
H -0.616 -2.189 7.353
H 0.129 -0.510 7.306
H -0.885 0.023 5.126
H -2.102 -0.584 6.319
H -2.302 -1.874 4.146
H -1.758 -2.886 5.536
H -0.744 -4.739 4.111
H -1.620 -3.748 2.981
H 0.016 -4.125 2.611
H 1.265 -2.061 2.764
H -0.321 -1.742 2.165
H 0.419 -0.651 3.455
H 2.159 -2.112 8.059
H 2.958 -2.995 6.799
H 1.332 -3.534 7.320
H 2.482 -2.998 4.167
C 4.426 1.458 2.200
C 3.189 2.032 1.483
C 2.229 0.899 1.263
C 0.823 1.399 0.856
C 0.204 2.454 1.852
C 1.223 3.522 2.326
N 2.541 2.910 2.576
O 3.405 4.053 2.810
C 1.205 4.619 1.275
C 0.773 4.196 3.615
C 3.545 2.900 0.241
H 4.191 1.132 3.224
H 5.211 2.183 2.317
H 4.807 0.518 1.715
H 2.580 0.186 0.530
H 2.312 0.356 2.161
H 0.090 0.575 0.823
H 0.813 1.774 -0.155
H -0.107 1.910 2.743
H -0.655 3.048 1.568
H 1.063 4.235 0.261
H 0.361 5.272 1.412
H 2.165 5.192 1.382
H -0.278 4.390 3.549
H 0.935 3.524 4.467
H 1.247 5.169 3.823
H 3.979 3.832 0.620
H 2.701 2.921 -0.432
H 4.363 2.465 -0.294
H 3.998 3.664 3.448
C -3.538 4.308 -1.929
C -2.279 3.874 -2.671
C -2.521 3.928 -4.194
C -1.200 3.786 -4.980
C -0.315 5.008 -4.587
C -0.012 4.999 -3.057
N -1.273 4.990 -2.370
O -0.970 4.827 -1.024
C 0.978 3.851 -2.730
C 0.781 6.272 -2.627
C -1.706 2.474 -2.317
H -3.406 4.219 -0.869
H -4.386 3.618 -2.105
H -3.783 5.310 -2.156
H -3.101 3.010 -4.445
H -3.095 4.837 -4.493
H -1.444 3.842 -6.031
H -0.564 2.891 -4.840
H -0.859 5.969 -4.804
H 0.642 4.971 -5.132
H 0.817 3.049 -3.427
H 2.016 4.145 -2.831
H 0.769 3.570 -1.706
H 0.114 7.155 -2.611
H 1.355 6.114 -1.720
H 1.495 6.542 -3.397
H -0.819 2.215 -2.876
H -2.480 1.704 -2.468
H -1.428 2.438 -1.272
H -1.325 5.549 -0.494
C -5.880 -0.698 3.543
C -6.255 -0.470 2.061
C -6.587 0.981 1.619
C -5.337 1.801 1.565
C -4.350 1.325 0.478
C -3.901 -0.114 0.853
N -5.128 -0.948 1.190
O -4.670 -2.184 1.597
C -3.258 -0.851 -0.319
C -2.851 -0.034 1.929
C -7.493 -1.284 1.718
H -5.012 -0.107 3.920
H -5.628 -1.787 3.660
H -6.786 -0.568 4.121
H -7.220 0.937 0.742
H -7.273 1.299 2.392
H -4.829 1.646 2.528
H -5.543 2.844 1.425
H -3.494 2.035 0.421
H -4.825 1.311 -0.513
H -2.427 -0.287 -0.782
H -2.812 -1.760 -0.028
H -3.972 -0.962 -1.120
H -1.917 0.404 1.542
H -3.163 0.428 2.875
H -2.614 -1.055 2.246
H -8.388 -0.903 2.168
H -7.360 -2.279 2.117
H -7.645 -1.142 0.624
H -4.812 -2.756 0.831
C -1.680 -0.392 -5.547
C -2.234 -0.935 -4.227
O -2.040 -2.325 -4.082
O -0.311 -0.112 -5.467
H -2.172 0.538 -5.847
H -1.769 -1.195 -6.298
H -3.291 -0.691 -4.219
H -1.837 -0.454 -3.331
H -1.156 -2.458 -3.709
H -0.331 0.464 -4.694
C -3.543 -5.182 0.107
C -3.977 -5.554 1.503
O -4.777 -6.697 1.633
O -4.732 -4.535 -0.384
H -3.389 -6.148 -0.368
H -2.685 -4.505 0.046
H -4.391 -4.727 2.035
H -3.172 -5.911 2.141
H -5.449 -6.643 0.955
H -4.625 -4.179 -1.262
C 3.606 -5.437 -4.286
C 4.715 -5.328 -5.351
O 4.493 -4.243 -6.172
O 3.467 -4.347 -3.469
H 4.001 -6.370 -3.850
H 2.688 -5.685 -4.873
H 4.688 -6.150 -6.084
H 5.739 -5.303 -4.895
H 3.212 0.785 -6.996
H 4.065 -3.526 -5.612
*
```



4.
This record from OMol25 describes a single C6H5NO molecule. The level of theory is ωB97M-V/def2-TZVPD.

Max |F| ... 0.15198 Eh/bohr
DFT total energy ... -9836.9538 eV
Orbital gap ... 8.84 eV
Energy above the lowest of the compared OMol25 structures with the same formula, charge and spin ... 217.5 kJ/mol

```
! wB97M-V def2-TZVPD RIJCOSX def2/J DEFGRID3
* xyz 0 1
N -3.678 -0.159 -0.055
C -2.503 -0.202 -0.057
C -1.167 -0.198 0.237
C -0.423 -1.264 -0.024
O 1.003 -1.389 -0.016
C 1.625 -0.144 0.063
C 0.881 1.019 -0.186
C -0.397 1.135 0.135
H -0.910 -2.334 -0.033
H 2.491 -0.467 -0.736
H 2.393 -0.025 0.880
H 1.503 1.954 -0.212
H -0.818 2.075 0.003
*
```



5.
This record from OMol25 describes a molecular structure, C30H34N4O6ReS2. The level of theory is ωB97M-V/def2-TZVPD.

⟨S²⟩ ... 1.04
Max |F| ... 0.10037 Eh/bohr
DFT total energy ... -73705.8065 eV
Orbital gap (alpha / beta) ... 5.80 / 5.62 eV
Energy above the lowest of the compared OMol25 structures with the same formula, charge and spin ... 0.0 kJ/mol

```
! wB97M-V def2-TZVPD RIJCOSX def2/J DEFGRID3
* xyz -2 2
Re -0.313 -0.024 0.393
O -4.397 -1.121 0.473
C -3.455 -0.364 0.216
O -2.241 -0.672 0.401
C -3.785 1.009 -0.367
C -5.141 1.334 -0.422
C -5.596 2.516 -0.968
C -4.680 3.432 -1.470
C -3.336 3.138 -1.417
C -2.859 1.930 -0.886
S -1.122 1.754 -1.066
H -5.831 0.593 -0.037
H -6.659 2.726 -1.018
H -5.015 4.369 -1.904
H -2.605 3.838 -1.791
O 0.522 -1.978 -0.971
C 1.004 -2.455 -2.029
C 2.120 -3.356 -1.979
C 2.726 -3.850 -3.103
C 2.271 -3.496 -4.373
C 1.138 -2.716 -4.470
C 0.475 -2.220 -3.350
C -0.786 -1.540 -3.485
N -1.555 -1.091 -2.517
C -2.694 -0.634 -3.089
C -2.637 -0.794 -4.442
N -1.418 -1.372 -4.694
H 2.477 -3.636 -0.996
H 3.576 -4.523 -3.015
H 2.789 -3.832 -5.265
H 0.753 -2.502 -5.461
H -3.491 -0.230 -2.493
H -3.327 -0.571 -5.233
H -1.067 -1.616 -5.603
C -0.834 -2.837 3.947
S -1.417 -2.236 2.290
C -1.893 -3.942 1.718
O -0.122 -2.045 1.603
H -1.673 -3.243 4.501
H -0.429 -1.966 4.450
H -0.056 -3.577 3.800
H -2.488 -4.433 2.481
H -1.003 -4.510 1.480
H -2.485 -3.794 0.822
C 3.006 -1.584 1.226
C 3.746 -0.450 0.517
C 3.374 -0.339 -0.961
C 3.552 0.880 1.205
C 4.680 1.513 1.670
C 4.632 2.745 2.304
C 3.392 3.347 2.450
C 2.221 2.779 1.993
C 0.980 3.637 2.124
C 0.596 4.192 0.752
C -0.210 2.929 2.749
C 2.251 1.487 1.347
N 1.195 0.862 0.875
H 3.401 -2.550 0.916
H 1.947 -1.559 0.989
H 3.120 -1.495 2.306
H 4.820 -0.685 0.570
H 2.312 -0.127 -1.060
H 3.589 -1.263 -1.491
H 3.936 0.470 -1.427
H 5.637 1.021 1.539
H 5.534 3.220 2.667
H 3.346 4.316 2.939
H 1.244 4.484 2.776
H 0.493 3.362 0.058
H 1.356 4.877 0.379
H -0.355 4.719 0.804
H -0.563 2.150 2.078
H -1.029 3.628 2.918
H 0.060 2.471 3.698
O -2.640 1.296 3.645
N -1.975 0.270 3.814
O -1.087 -0.068 2.972
*
```